Molecular formula: C58H86F3INO27PS2
Method: DFT, ωB97M-V/def2-TZVPD

The geometry in XYZ format:
```
179
Properties=species:S:1:pos:R:3
C -4.5391 -3.3555 1.7090
C -3.4643 -3.4301 1.1766
C -2.1610 -3.5093 0.5198
C -2.1993 -3.6916 -1.0267
C -2.4853 -5.1821 -1.1893
O -3.4296 -3.1141 -1.5917
S -3.7448 -1.5788 -1.6615
O -4.3176 -1.0965 -0.4440
O -4.4808 -1.3142 -2.8589
C -2.0618 -0.8282 -1.8037
C -1.6841 -0.5450 -0.4138
C -1.5218 -0.1914 0.7218
C -2.2908 0.5645 -2.4662
O -2.5293 1.5416 -1.4476
C -2.5225 2.8141 -1.8349
F -1.3034 3.3318 -1.8816
F -3.0697 3.0117 -3.0281
F -3.2129 3.4911 -0.9450
C -1.0253 -1.8097 -2.5205
C 0.3658 -1.1286 -2.8045
C 1.0893 -0.2813 -1.7516
C 2.5874 -0.6120 -1.6885
O 1.0045 1.1271 -2.0486
P -1.5824 -2.0938 -4.3509
O -0.2107 -2.3339 -5.1316
O -1.9412 -0.5902 -4.7885
S -3.0171 -3.2744 -4.8691
C -0.8746 -3.2003 -1.7391
I -0.2420 -4.7622 -3.2572
C 0.4160 -3.3860 -0.8602
C 0.7880 -2.6563 0.4514
C 0.8009 -3.5669 1.7111
N 0.3522 -2.9343 2.9525
H -5.4290 -3.2605 2.2841
H -1.6886 -4.4031 0.9249
H -1.5724 -2.6661 0.8453
H -1.6273 -5.7834 -0.9070
H -3.2820 -5.4218 -0.4810
H -2.8778 -5.4054 -2.1756
H -1.3107 0.0964 1.7253
H -1.4684 0.8548 -3.1021
H -3.1785 0.5165 -3.0835
H 0.2573 -0.4876 -3.6800
H 1.0352 -1.9127 -3.1524
H 0.7096 -0.3762 -0.7454
H 2.7962 -1.6706 -1.8322
H 2.9516 -0.3438 -0.6998
H 3.1355 -0.0051 -2.4028
H 0.5159 1.2719 -2.8613
H -0.4177 -2.9142 -5.8806
H -2.5454 -0.6524 -5.5432
H 0.4349 -4.4476 -0.6064
H 1.2512 -3.2811 -1.5459
H 1.8203 -2.3245 0.3382
H 0.2212 -1.7707 0.6915
H 0.2597 -4.4913 1.5378
H 1.8333 -3.8632 1.8874
H -0.6414 -2.7313 2.9316
H 0.8322 -2.0499 3.0733
O 5.5907 0.8231 -1.2967
C 5.1979 1.7501 -0.6474
O 3.9546 1.7820 -0.1100
C 3.7207 3.0547 0.5186
C 5.1038 3.6156 0.8235
C 5.9327 3.0376 -0.3209
H 3.1605 3.6789 -0.1804
H 3.1151 2.8941 1.4073
H 5.1257 4.6996 0.8847
H 5.4621 3.2175 1.7743
H 5.9150 3.6758 -1.2054
H 6.9633 2.8311 -0.0509
O 3.4203 -2.2045 -4.1110
C 4.5483 -1.8286 -4.2694
O 5.1380 -1.8168 -5.4828
C 6.5266 -1.4225 -5.3640
C 6.5966 -0.6455 -4.0543
C 5.5233 -1.3390 -3.2177
H 7.1376 -2.3197 -5.3533
H 6.7910 -0.8252 -6.2331
H 7.5882 -0.6563 -3.6141
H 6.3107 0.3945 -4.2216
H 5.9138 -2.2073 -2.6838
H 5.0274 -0.6781 -2.5126
O 9.4032 -2.0782 -4.7376
C 10.4855 -1.5892 -4.5934
O 10.6816 -0.2533 -4.6577
C 12.0824 0.0558 -4.5524
C 12.7053 -1.1513 -3.8587
C 11.8100 -2.2888 -4.3515
H 12.4761 0.2046 -5.5599
H 12.1896 0.9811 -3.9928
H 13.7607 -1.2774 -4.0892
H 12.6057 -1.0476 -2.7779
H 12.1523 -2.7055 -5.2999
H 11.6869 -3.0896 -3.6284
O 3.0998 -6.2049 1.1259
C 2.6666 -6.8924 2.0059
O 1.5212 -6.5919 2.6540
C 1.2881 -7.5195 3.7289
C 2.0795 -8.7579 3.3487
C 3.2645 -8.1649 2.5867
H 1.6365 -7.0588 4.6566
H 0.2247 -7.7130 3.8043
H 2.3619 -9.3604 4.2101
H 1.4878 -9.3807 2.6819
H 4.0900 -7.8890 3.2449
H 3.6357 -8.8031 1.7901
O -8.4408 2.3288 2.9806
C -7.5883 2.1697 2.1513
O -6.4673 2.9194 2.1272
C -5.6670 2.5842 0.9740
C -6.0999 1.1767 0.5806
C -7.5705 1.1823 1.0001
H -5.8722 3.3167 0.1906
H -4.6169 2.6428 1.2468
H -5.9301 0.9541 -0.4693
H -5.5495 0.4408 1.1656
H -8.2259 1.5640 0.2153
H -7.9290 0.2115 1.3305
O -5.6157 -0.7150 5.9905
C -6.3718 0.0712 6.4799
O -6.2525 0.4770 7.7700
C -7.3470 1.3386 8.1250
C -7.8663 1.8932 6.8030
C -7.5778 0.7383 5.8462
H -8.0978 0.7412 8.6476
H -6.9759 2.1050 8.8010
H -8.9114 2.1906 6.8434
H -7.2805 2.7647 6.5098
H -8.3941 0.0151 5.8145
H -7.3500 1.0760 4.8412
O -2.8873 9.7770 -1.9814
C -2.9920 8.6939 -1.4833
O -1.9923 8.1400 -0.7524
C -2.3470 6.8006 -0.3575
C -3.8686 6.7558 -0.4223
C -4.1612 7.7309 -1.5573
H -1.8812 6.1013 -1.0552
H -1.9494 6.6175 0.6378
H -4.2614 5.7559 -0.5825
H -4.2935 7.1396 0.5063
H -4.1462 7.2450 -2.5343
H -5.0985 8.2564 -1.4249
O -7.3877 6.9080 -1.3777
C -7.8357 7.9341 -0.9592
O -7.1311 8.7382 -0.1259
C -7.9366 9.8499 0.3035
C -9.0223 9.9875 -0.7588
C -9.2057 8.5370 -1.2075
H -8.3462 9.6144 1.2877
H -7.2984 10.7254 0.3875
H -9.9271 10.4597 -0.3833
H -8.6496 10.5850 -1.5913
H -9.9295 8.0004 -0.5922
H -9.4766 8.4376 -2.2543
O 8.4380 5.5374 0.0491
C 8.0680 6.4818 0.6806
O 6.8250 6.5434 1.2182
C 6.6044 7.8244 1.8356
C 7.9986 8.3667 2.1332
C 8.8186 7.7635 0.9921
H 6.0549 8.4535 1.1327
H 5.9993 7.6790 2.7266
H 8.0301 9.4525 2.1850
H 8.3517 7.9728 3.0867
H 8.8080 8.3892 0.0985
H 9.8456 7.5411 1.2656
O -1.1833 -8.9268 2.3214
C -1.4055 -9.9475 2.9025
O -0.5186 -10.4985 3.7725
C -0.9991 -11.7782 4.2255
C -2.5088 -11.7384 4.0162
C -2.6270 -10.8392 2.7869
H -0.5161 -12.5554 3.6301
H -0.7134 -11.9024 5.2668
H -2.9471 -12.7261 3.8941
H -2.9879 -11.2597 4.8707
H -2.5486 -11.4017 1.8554
H -3.5307 -10.2375 2.7705
```

## Properties
* E_tot: -6082.9234 a.u.
* total charge: 0
* lowest unoccupied orbital energy: 0.31 eV
* energy above the lowest of the compared OMol25 structures with the same formula, charge and spin: 0.0 kcal/mol
* HOMO energy: -8.0 eV
* maximum force: 0.0239 hartree/bohr

***

Molecular formula: C8H18ClF3MoN3O7S
Method: DFT, ωB97M-V/def2-TZVPD

The geometry in XYZ format:
```
42
Properties=species:S:1:pos:R:3
Mo -0.0473 -0.2969 0.3436
C -1.3446 2.4573 0.6263
C -2.4499 1.4029 0.5732
N -2.0503 0.2927 -0.3187
C -2.0618 0.6550 -1.7594
C -0.7489 0.2009 -2.4094
N 0.3777 0.5479 -1.5361
C 0.7707 1.9722 -1.5254
C 1.0049 2.4167 -0.0729
N -0.0275 1.8011 0.7897
H -1.3245 3.0376 -0.2981
H -1.5576 3.1497 1.4447
H -2.5786 0.9801 1.5755
H -3.3916 1.8595 0.2425
H -2.7406 -0.4482 -0.1823
H -2.9016 0.1814 -2.2758
H -2.1764 1.7384 -1.8445
H -0.7456 -0.8922 -2.5070
H -0.6509 0.6466 -3.4055
H 1.1964 -0.0078 -1.8431
H 1.6965 2.1232 -2.0893
H -0.0140 2.5702 -1.9980
H 1.9945 2.0663 0.2517
H 0.9785 3.5126 0.0020
H 0.2725 1.9023 1.7613
O 0.8022 -2.8573 1.8043
Cl -0.2582 -2.1861 1.2111
O -2.0091 -3.2219 2.7905
O -0.1710 -2.4024 -0.3706
O -0.7532 -1.0227 2.3254
F 5.3538 -1.8202 -0.0155
C 4.1578 -1.8885 0.5442
F 4.2779 -1.7880 1.8560
F 3.5973 -3.0414 0.2298
S 3.0345 -0.5423 -0.0664
O 3.6761 0.7361 -0.0245
O 2.5512 -0.9397 -1.3663
O 1.9246 -0.5855 0.9307
C -1.7688 -3.1661 1.4734
H -1.5443 -4.1517 1.0642
H -2.5355 -2.6427 0.8762
H -1.8153 -2.3488 3.1923
```

## Properties
* spin multiplicity: 3
* E_tot: -2232.2315 a.u.
* total charge: +1
* lowest unoccupied orbital energy (alpha / beta): -3.64 / -4.40 eV
* ⟨S²⟩: 2.049
* energy above the lowest of the compared OMol25 structures with the same formula, charge and spin: 49.1 kcal/mol
* HOMO energy (alpha / beta): -12.8 / -12.8 eV
* maximum force: 0.0532 hartree/bohr

***

Molecular formula: C27H28N6
Method: DFT, ωB97M-V/def2-TZVPD

The geometry in XYZ format:
```
61
Properties=species:S:1:pos:R:3
C -2.9993 2.7099 2.1252
C -2.0877 2.8187 3.1656
C -0.7912 2.2745 3.0117
N -0.3533 1.6198 1.9613
C -1.2264 1.5646 0.9478
C -2.5176 2.1027 0.9686
H -4.0185 3.1162 2.2831
H -2.3588 3.0723 4.1501
H -0.0811 2.4101 3.7822
H -0.9443 1.0262 0.0549
H -3.1911 2.1446 0.0534
C -4.8391 0.4895 -2.3905
C -3.8850 -0.5657 -2.3570
C -2.6002 -0.1902 -2.4388
N -2.1027 1.0567 -2.5647
C -3.0067 2.0508 -2.5029
C -4.3566 1.8065 -2.4676
H -5.8758 0.3325 -2.3164
H -4.1664 -1.5793 -2.1102
H -1.8157 -0.8956 -2.4165
H -2.5542 3.0371 -2.4492
H -5.0238 2.6311 -2.4335
C -0.4601 -3.4310 2.3081
C 0.9391 -3.3405 2.4569
C 1.3767 -3.3563 3.7255
N 0.6566 -3.4027 4.8454
C -0.6638 -3.5418 4.6671
C -1.2718 -3.5684 3.3806
H -0.9150 -3.3221 1.3299
H 1.5989 -3.2297 1.5840
H 2.4878 -3.2742 3.8427
H -1.1539 -3.6955 5.6201
H -2.4108 -3.5487 3.3236
C 2.7968 -2.6423 -2.5680
C 3.7883 -1.6176 -2.5281
C 4.8994 -1.8788 -1.7254
N 5.0339 -3.0053 -1.0491
C 4.0595 -3.9000 -1.0230
C 2.9556 -3.7704 -1.8119
H 1.9981 -2.5626 -3.2084
H 3.7428 -0.7840 -3.2683
H 5.6944 -1.1618 -1.6984
H 4.1031 -4.8499 -0.4278
H 2.2057 -4.5627 -1.8207
C 0.7100 4.4877 -0.2717
C 1.9030 3.8637 0.1719
C 2.5199 3.0130 -0.6574
N 2.1555 2.8186 -1.9065
C 1.0250 3.3871 -2.3257
C 0.2695 4.2858 -1.5678
H 0.3400 5.2517 0.3942
H 2.3492 4.2309 1.0833
H 3.3743 2.5610 -0.2245
H 0.7483 3.1896 -3.3205
H -0.6586 4.7441 -1.9194
C 1.1377 -0.7698 -0.0991
C 0.0969 -1.7377 -0.5224
N -0.7409 -2.4226 -0.8489
H 1.2010 0.0774 -0.7861
H 2.1326 -1.2094 -0.0842
H 0.7709 -0.3581 0.8736
```

## Properties
* E_tot: -1374.0961 a.u.
* total charge: 0
* lowest unoccupied orbital energy: 0.62 eV
* energy above the lowest of the compared OMol25 structures with the same formula, charge and spin: 1.2 kcal/mol
* HOMO energy: -9.6 eV
* maximum force: 0.0684 hartree/bohr

***

Molecular formula: CH7N3
Method: DFT, ωB97M-V/def2-TZVPD

The geometry in XYZ format:
```
11
Properties=species:S:1:pos:R:3
H 2.2077 -2.4159 0.7584
N 1.4204 -1.8632 0.4264
C 1.8514 -0.6630 0.3190
N 1.1180 0.3629 -0.2420
H 2.8873 -0.3693 0.6217
H 1.6984 1.0971 -0.7401
H 0.1014 0.3449 -0.2788
N -3.5082 1.6795 -0.3041
H -3.5747 1.8590 -1.3048
H -4.4505 1.5310 0.0834
H -3.1900 0.6758 -0.2163
```

## Properties
* E_tot: -206.5438 a.u.
* total charge: 0
* lowest unoccupied orbital energy: 0.92 eV
* energy above the lowest of the compared OMol25 structures with the same formula, charge and spin: 13.0 kcal/mol
* HOMO energy: -9.2 eV
* maximum force: 0.0468 hartree/bohr

***

Molecular formula: C7H7BrN2
Method: DFT, ωB97M-V/def2-TZVPD

The geometry in XYZ format:
```
17
Properties=species:S:1:pos:R:3
H 2.2290 -0.3727 -0.8543
N 1.6091 -1.1377 -0.6349
C 0.5178 -0.7633 -0.1510
C -0.6507 -2.0613 0.2531
C -1.0244 -2.1921 1.5788
C -1.2223 -2.7344 -0.8486
N -1.5740 -3.3459 -1.7631
C -0.0105 0.5715 -0.0779
Br -1.9251 0.6604 0.0175
C 0.7956 1.6474 -0.1621
C 0.3965 3.1437 -0.3134
H -0.4187 -1.7056 2.2996
H -1.5949 -3.1008 1.8368
H 1.9304 1.3247 -0.0989
H 0.7526 3.2839 -1.3134
H 0.8659 3.6338 0.4852
H -0.6761 3.1485 -0.2534
```

## Properties
* E_tot: -2954.3354 a.u.
* total charge: 0
* lowest unoccupied orbital energy: -0.14 eV
* energy above the lowest of the compared OMol25 structures with the same formula, charge and spin: 58.1 kcal/mol
* HOMO energy: -9.7 eV
* maximum force: 0.0900 hartree/bohr